1.
{"formula": "C2H7O2PS2", "method": "ωB97M-V/def2-TZVPD", "gap_ev": [7.731, 6.576], "total_charge": 0, "homo_energy_ev": [-7.85, -7.83], "elements": ["C", "C", "O", "O", "P", "S", "S", "H", "H", "H", "H", "H", "H", "H"], "positions_angstrom": [[-1.498, -1.410, 0.515], [0.540, -0.582, 1.276], [-0.456, 1.813, -1.024], [-0.816, -0.636, 1.396], [1.105, 1.464, -0.837], [2.110, 2.984, -0.119], [1.613, 0.729, -2.741], [-2.394, -1.693, 1.143], [-0.793, -2.260, 0.190], [-1.956, -0.823, -0.283], [1.165, -1.410, 0.762], [0.940, -0.165, 2.196], [-0.732, 2.415, -0.241], [1.173, -0.426, -2.233]], "atomic_forces_ev_per_a": [[-1.5955, -2.0933, -0.2554], [0.2641, -0.3716, -0.6288], [-1.2401, 1.3479, 1.6690], [2.9921, 1.5075, 0.9586], [0.6363, 0.2343, 1.5801], [-0.2369, -0.5661, -0.4431], [-0.0448, 0.0613, 0.3913], [0.8796, -0.7260, -0.9818], [-1.6649, 0.9145, 0.1019], [0.6204, -0.0630, -0.4673], [-1.5526, 1.2068, 0.7798], [0.3266, 0.2551, -0.4249], [0.6139, -1.3036, -1.8465], [0.0018, -0.4038, -0.4330]], "nbo_charge": [-0.2575, -0.0592, -1.0154, -0.4901, 1.0150, -0.5408, -0.2462, 0.1998, 0.1783, 0.1958, 0.1765, 0.1852, 0.5180, 0.1405]}

=====

2.
{"formula": "C15H18O6", "method": "ωB97M-V/def2-TZVPD", "gap_ev": 9.875, "smiles": "C=C(C)[C@H]1[C@H]2OC(=O)[C@@H]1[C@]1(O)[C@H]3O[C@H]3[C@]3(CO3)[C@]1(C)[C@@H]2O", "total_charge": 0, "homo_energy_ev": -9.31, "elements": ["C", "C", "C", "C", "C", "O", "C", "O", "C", "C", "O", "C", "O", "C", "C", "C", "O", "C", "C", "C", "O", "H", "H", "H", "H", "H", "H", "H", "H", "H", "H", "H", "H", "H", "H", "H", "H", "H", "H"], "positions_angstrom": [[-2.233, 3.193, -1.208], [-1.136, 2.440, -1.620], [-0.350, 2.820, -2.845], [-0.777, 1.221, -0.756], [-0.787, -0.174, -1.439], [0.413, -0.117, -2.224], [1.282, 0.541, -1.477], [2.494, 0.719, -1.741], [0.669, 1.180, -0.271], [0.826, 0.247, 0.971], [0.613, 1.108, 2.107], [2.305, -0.233, 1.177], [2.762, -1.015, 2.261], [2.153, -1.792, 1.252], [0.717, -2.040, 1.620], [0.235, -3.504, 1.981], [0.425, -2.490, 2.909], [-0.179, -0.994, 0.986], [-1.413, -0.795, 1.941], [-0.684, -1.400, -0.442], [0.159, -2.364, -1.028], [-2.589, 4.048, -1.799], [-2.735, 2.974, -0.285], [0.716, 3.012, -2.612], [-0.464, 2.037, -3.604], [-0.708, 3.769, -3.280], [-1.465, 1.229, 0.119], [-1.655, -0.277, -2.079], [1.073, 2.185, -0.047], [0.923, 0.615, 2.904], [3.051, 0.234, 0.518], [2.518, -2.115, 0.290], [0.955, -4.338, 1.998], [-0.691, -3.782, 1.478], [-1.955, 0.085, 1.709], [-2.090, -1.623, 1.879], [-1.128, -0.663, 2.984], [-1.695, -1.857, -0.412], [0.444, -2.087, -1.915]], "atomic_forces_ev_per_a": [[2.5481, -1.2116, -1.4555], [-2.6070, 1.3223, 1.3065], [0.0258, 0.3076, -0.1125], [-0.9674, -0.1424, 1.2077], [-1.0280, 0.6711, 0.8318], [-0.0960, -0.5367, -0.4662], [5.8407, 2.1090, -0.1264], [-3.5826, -1.1885, -0.0621], [-0.4795, -0.1630, 0.4371], [0.6201, 1.2665, 1.9962], [-0.6305, -0.2545, 0.5923], [-1.4780, -2.0623, -2.1273], [0.3226, 0.6272, -0.0603], [-1.0196, 2.4156, -0.6106], [0.1746, -3.6224, -0.9970], [1.5364, 1.1896, -2.5254], [-0.5644, 0.4269, 1.3521], [-0.6254, 0.3780, 0.8551], [1.2625, 0.3408, -0.2131], [-0.1203, 0.6868, -0.5809], [0.4780, -0.3956, -0.2494], [0.3050, -0.3710, 0.3320], [-0.2633, -0.1733, 0.1704], [-0.3750, -0.4831, -0.1546], [0.4228, 0.1565, 0.0388], [-0.0996, -0.4578, 0.2677], [0.3496, -0.0153, -0.6810], [0.1712, -0.2292, -0.4054], [0.1284, -0.7688, -0.1734], [-0.3064, 0.5264, -0.8189], [-0.1459, -0.4040, 0.5324], [1.2570, -1.2905, 0.6460], [-0.1136, 0.6359, 0.0720], [-0.5608, 0.3294, 1.0063], [-0.6006, 0.8702, -0.4834], [-0.2500, -0.6524, -0.0996], [0.2080, -0.2266, -0.1809], [0.3943, 0.4102, 0.4789], [-0.1311, -0.0212, 0.4606]], "nbo_charge": [-0.3878, 0.0392, -0.6706, -0.2739, 0.0685, -0.4964, 0.7945, -0.5777, -0.3712, 0.2901, -0.7350, 0.0337, -0.4391, -0.0094, 0.2074, -0.0910, -0.4749, -0.1223, -0.5995, 0.0977, -0.7288, 0.2026, 0.1968, 0.2314, 0.2263, 0.2276, 0.2394, 0.2155, 0.2759, 0.4805, 0.2213, 0.2299, 0.1857, 0.1776, 0.2088, 0.2124, 0.2360, 0.1860, 0.4929]}

=====

| no. | molecular weight (g/mol) | F_max (eV/Å) |
| --- | --- | --- |
| 1 | 158.2 | 3.485 |
| 2 | 294.3 | 6.211 |